Entry from the OMol25 dataset: an isolated molecule of C18H29N5O3 at a distorted geometry (the ωB97M-V functional and the def2-TZVPD basis).

As for the total energy: -1202.75724 hartree. The energy relative to the best compared isomer or geometry (same formula, charge and spin) comes out at 75.5 kcal per mole. The HOMO-LUMO gap is 8.0 eV. As for the SMILES: COCCCNC(=O)C1CCN(c2ccc(N3CCOCC3)nn2)CC1. For the HOMO energy, the calculation gives -7.408 eV.

CARTESIAN COORDINATES (ANGSTROEM)
C: -1.968 -3.387 1.737
O: -1.743 -2.789 0.486
C: -0.380 -2.527 0.238
C: -0.265 -1.838 -1.118
C: 1.169 -1.774 -1.626
N: 2.025 -1.077 -0.691
C: 3.355 -1.278 -0.648
O: 3.924 -2.057 -1.388
C: 4.134 -0.441 0.370
C: 4.549 0.885 -0.288
C: 3.338 1.773 -0.589
N: 2.382 1.739 0.500
C: 1.035 1.704 0.268
C: 0.457 2.238 -0.909
C: -0.901 2.173 -1.040
C: -1.650 1.584 0.011
N: -3.015 1.542 0.014
C: -3.825 1.533 -1.182
C: -4.298 0.101 -1.479
O: -5.011 -0.431 -0.390
C: -4.196 -0.465 0.768
C: -3.711 0.940 1.135
N: -1.031 1.133 1.099
N: 0.264 1.185 1.221
C: 2.898 1.279 1.767
C: 3.399 -0.171 1.694
H: -1.646 -2.728 2.553
H: -1.433 -4.341 1.821
H: -3.039 -3.562 1.811
H: 0.024 -1.885 1.036
H: 0.190 -3.470 0.233
H: -0.678 -0.830 -1.038
H: -0.873 -2.393 -1.834
H: 1.585 -2.776 -1.768
H: 1.188 -1.265 -2.600
H: 1.585 -0.411 -0.078
H: 5.046 -1.014 0.561
H: 5.077 0.679 -1.221
H: 5.241 1.403 0.378
H: 3.677 2.805 -0.764
H: 2.856 1.417 -1.505
H: 1.064 2.712 -1.664
H: -1.382 2.593 -1.910
H: -3.279 1.925 -2.037
H: -4.703 2.165 -1.002
H: -4.981 0.090 -2.331
H: -3.425 -0.534 -1.701
H: -4.819 -0.879 1.562
H: -3.333 -1.122 0.593
H: -3.030 0.901 1.983
H: -4.574 1.574 1.371
H: 3.718 1.945 2.054
H: 2.099 1.367 2.503
H: 2.560 -0.858 1.810
H: 4.075 -0.344 2.533

Atom charges from the Löwdin analysis, given in e for atoms 1 to 8: atom 1 (C): -0.114, atom 2 (O): -0.217, atom 3 (C): -0.237, atom 4 (C): -0.148, atom 5 (C): -0.168, atom 6 (N): 0.085, atom 7 (C): -0.472, atom 8 (O): 0.065

Entry from the OMol25 dataset: an isolated molecule of C18H29N5O4S at a distorted geometry (the ωB97M-V functional and the def2-TZVPD basis).

As for the total energy: -1676.08831 hartree. The HOMO-LUMO gap is 7.6 eV. As for the SMILES: CCN(CC)S(=O)(=O)c1ccc(NN=C2CCN(C(C)C)CC2)c([N+](=O)[O-])c1. For the HOMO energy, the calculation gives -8.354 eV.

CARTESIAN COORDINATES (ANGSTROEM)
C: -6.914 -0.132 -2.325
C: -5.631 -0.171 -1.501
N: -5.879 -0.162 -0.080
C: -6.381 1.038 0.557
C: -7.878 0.944 0.841
S: -4.925 -1.184 0.798
O: -5.198 -0.969 2.187
O: -5.064 -2.508 0.266
C: -3.228 -0.673 0.464
C: -2.268 -1.652 0.194
C: -0.966 -1.297 -0.031
C: -0.560 0.057 -0.007
N: 0.730 0.378 -0.228
N: 1.650 -0.579 -0.475
C: 2.870 -0.291 -0.694
C: 3.814 -1.426 -0.917
C: 4.957 -1.333 0.106
N: 5.607 -0.049 -0.034
C: 6.945 0.065 0.532
C: 7.937 -0.764 -0.285
C: 7.039 -0.292 2.021
C: 4.699 1.017 0.319
C: 3.537 1.052 -0.687
C: -1.552 1.039 0.245
N: -1.280 2.429 0.257
O: -2.210 3.200 0.393
O: -0.117 2.807 0.120
C: -2.876 0.647 0.489
H: -7.579 -0.929 -2.006
H: -7.420 0.823 -2.208
H: -6.675 -0.270 -3.376
H: -4.979 0.669 -1.786
H: -5.101 -1.105 -1.700
H: -5.861 1.142 1.511
H: -6.157 1.908 -0.071
H: -8.448 0.841 -0.077
H: -8.066 0.077 1.468
H: -8.208 1.837 1.364
H: -2.587 -2.681 0.170
H: -0.204 -2.032 -0.232
H: 0.977 1.370 -0.195
H: 4.241 -1.349 -1.918
H: 3.289 -2.375 -0.822
H: 4.535 -1.482 1.116
H: 5.677 -2.127 -0.090
H: 7.222 1.120 0.414
H: 7.773 -0.595 -1.346
H: 8.953 -0.471 -0.036
H: 7.833 -1.826 -0.079
H: 6.825 -1.346 2.179
H: 6.338 0.300 2.604
H: 8.043 -0.088 2.385
H: 4.280 0.897 1.335
H: 5.234 1.969 0.282
H: 3.948 1.242 -1.681
H: 2.861 1.869 -0.430
H: -3.602 1.416 0.700

Atom charges from the Löwdin analysis, given in e for atoms 1 to 8: atom 1 (C): -0.070, atom 2 (C): -0.267, atom 3 (N): -0.266, atom 4 (C): -0.266, atom 5 (C): -0.066, atom 6 (S): 0.658, atom 7 (O): -0.273, atom 8 (O): -0.284

Entry from the OMol25 dataset: an isolated molecule of C18H29NO3 (the ωB97M-V functional and the def2-TZVPD basis).

As for the total energy: -983.75918 hartree. The energy relative to the best compared isomer or geometry (same formula, charge and spin) comes out at 35.5 kcal per mole. The HOMO-LUMO gap is 8.8 eV. As for the SMILES: CCCCCCCCC(=O)NCCOc1ccc(OC)cc1. For the HOMO energy, the calculation gives -8.123 eV.

CARTESIAN COORDINATES (ANGSTROEM)
C: -5.710 1.834 1.323
C: -4.451 0.978 1.263
C: -3.558 1.362 0.086
C: -2.290 0.513 0.036
C: -1.417 0.789 -1.189
C: -0.840 2.206 -1.211
C: 0.236 2.412 -2.279
C: 1.524 1.601 -2.080
C: 2.289 2.005 -0.832
O: 3.252 2.742 -0.848
N: 1.797 1.468 0.309
C: 2.434 1.620 1.593
C: 3.007 0.294 2.117
O: 1.991 -0.629 2.448
C: 1.348 -1.331 1.462
C: 1.828 -1.561 0.180
C: 1.085 -2.297 -0.732
C: -0.149 -2.824 -0.377
O: -0.964 -3.543 -1.201
C: -0.532 -3.798 -2.514
C: -0.621 -2.611 0.920
C: 0.113 -1.877 1.822
H: -6.292 1.721 0.411
H: -6.332 1.543 2.166
H: -5.451 2.885 1.435
H: -3.889 1.092 2.193
H: -4.731 -0.075 1.175
H: -3.293 2.417 0.173
H: -4.115 1.233 -0.846
H: -1.704 0.686 0.944
H: -2.570 -0.543 0.029
H: -2.005 0.626 -2.095
H: -0.609 0.053 -1.191
H: -1.648 2.910 -1.417
H: -0.436 2.458 -0.230
H: 0.503 3.471 -2.305
H: -0.181 2.151 -3.255
H: 1.298 0.534 -2.040
H: 2.179 1.785 -2.933
H: 1.021 0.827 0.258
H: 3.242 2.344 1.465
H: 1.710 2.003 2.320
H: 3.530 0.481 3.059
H: 3.721 -0.123 1.399
H: 2.782 -1.171 -0.139
H: 1.493 -2.450 -1.719
H: 0.399 -4.375 -2.528
H: -0.393 -2.871 -3.080
H: -1.324 -4.385 -2.977
H: -1.575 -3.032 1.195
H: -0.249 -1.710 2.823

Atom charges from the Löwdin analysis, given in e for atoms 1 to 8: atom 1 (C): -0.120, atom 2 (C): -0.277, atom 3 (C): -0.232, atom 4 (C): -0.220, atom 5 (C): -0.205, atom 6 (C): -0.214, atom 7 (C): -0.183, atom 8 (C): -0.104

Entry from the OMol25 dataset: a structure of composition C18H29O15PS at a distorted geometry (the ωB97M-V functional and the def2-TZVPD basis).

As for the total energy: -2571.30701 hartree. The HOMO-LUMO gap is 9.4 eV. For the HOMO energy, the calculation gives -9.147 eV.

CARTESIAN COORDINATES (ANGSTROEM)
C: 2.452 0.282 -3.524
P: 1.935 1.914 -4.138
O: 0.987 1.542 -5.448
C: 0.625 2.233 -2.844
O: 1.299 2.900 -1.771
S: 0.117 3.292 -0.740
O: 0.409 4.470 -0.013
O: -0.128 2.129 0.045
O: -1.013 3.474 -1.810
C: -0.474 3.187 -3.192
C: -1.609 2.661 -4.044
C: -2.585 1.872 -3.167
C: -3.248 0.602 -3.893
O: -2.178 0.699 -2.696
H: 1.581 -0.342 -3.328
H: 2.951 0.444 -2.572
H: 3.109 -0.199 -4.237
H: 1.563 1.152 -6.115
H: 0.200 1.272 -2.553
H: -0.119 4.167 -3.491
H: -2.163 3.476 -4.496
H: -1.263 1.936 -4.768
H: -3.250 2.427 -2.515
H: -3.502 -0.436 -3.700
H: -4.228 0.948 -3.455
C: 4.886 4.987 1.517
C: 5.145 4.404 0.152
C: 3.985 3.641 -0.450
O: 4.651 2.674 -1.274
C: 5.881 2.457 -0.750
O: 6.612 1.585 -1.085
O: 6.154 3.376 0.207
H: 4.695 4.193 2.239
H: 5.750 5.550 1.866
H: 4.025 5.655 1.486
H: 5.496 5.179 -0.534
H: 3.328 4.261 -1.052
H: 3.392 3.110 0.299
C: -2.515 -2.132 1.552
C: -1.198 -2.201 0.827
C: -1.064 -1.280 -0.365
O: -0.157 -2.006 -1.212
C: -0.281 -3.323 -0.922
O: 0.188 -4.203 -1.565
O: -1.017 -3.491 0.201
H: -3.329 -2.445 0.895
H: -2.515 -2.796 2.413
H: -2.708 -1.119 1.902
H: -0.372 -2.052 1.527
H: -0.650 -0.308 -0.114
H: -2.005 -1.142 -0.901
C: -2.822 -6.888 6.025
C: -3.072 -5.403 5.995
C: -3.685 -4.877 4.713
O: -3.169 -3.540 4.655
C: -1.997 -3.517 5.340
O: -1.228 -2.615 5.323
O: -1.834 -4.667 6.033
H: -2.097 -7.167 5.260
H: -2.416 -7.191 6.989
H: -3.750 -7.433 5.854
H: -3.666 -5.096 6.860
H: -4.771 -4.858 4.727
H: -3.342 -5.424 3.832

Atom charges from the Löwdin analysis, given in e for atoms 1 to 8: atom 1 (C): -0.244, atom 2 (P): 0.928, atom 3 (O): -0.313, atom 4 (C): -0.450, atom 5 (O): -0.227, atom 6 (S): 0.579, atom 7 (O): -0.210, atom 8 (O): -0.226

Question: Which of these has the lowest HOMO energy?
Answer: C18H29O15PS

Please write out number 2 again, unchanged.
Entry from the OMol25 dataset: an isolated molecule of C18H29N5O4S at a distorted geometry (the ωB97M-V functional and the def2-TZVPD basis).

As for the total energy: -1676.08831 hartree. The HOMO-LUMO gap is 7.6 eV. As for the SMILES: CCN(CC)S(=O)(=O)c1ccc(NN=C2CCN(C(C)C)CC2)c([N+](=O)[O-])c1. For the HOMO energy, the calculation gives -8.354 eV.

CARTESIAN COORDINATES (ANGSTROEM)
C: -6.914 -0.132 -2.325
C: -5.631 -0.171 -1.501
N: -5.879 -0.162 -0.080
C: -6.381 1.038 0.557
C: -7.878 0.944 0.841
S: -4.925 -1.184 0.798
O: -5.198 -0.969 2.187
O: -5.064 -2.508 0.266
C: -3.228 -0.673 0.464
C: -2.268 -1.652 0.194
C: -0.966 -1.297 -0.031
C: -0.560 0.057 -0.007
N: 0.730 0.378 -0.228
N: 1.650 -0.579 -0.475
C: 2.870 -0.291 -0.694
C: 3.814 -1.426 -0.917
C: 4.957 -1.333 0.106
N: 5.607 -0.049 -0.034
C: 6.945 0.065 0.532
C: 7.937 -0.764 -0.285
C: 7.039 -0.292 2.021
C: 4.699 1.017 0.319
C: 3.537 1.052 -0.687
C: -1.552 1.039 0.245
N: -1.280 2.429 0.257
O: -2.210 3.200 0.393
O: -0.117 2.807 0.120
C: -2.876 0.647 0.489
H: -7.579 -0.929 -2.006
H: -7.420 0.823 -2.208
H: -6.675 -0.270 -3.376
H: -4.979 0.669 -1.786
H: -5.101 -1.105 -1.700
H: -5.861 1.142 1.511
H: -6.157 1.908 -0.071
H: -8.448 0.841 -0.077
H: -8.066 0.077 1.468
H: -8.208 1.837 1.364
H: -2.587 -2.681 0.170
H: -0.204 -2.032 -0.232
H: 0.977 1.370 -0.195
H: 4.241 -1.349 -1.918
H: 3.289 -2.375 -0.822
H: 4.535 -1.482 1.116
H: 5.677 -2.127 -0.090
H: 7.222 1.120 0.414
H: 7.773 -0.595 -1.346
H: 8.953 -0.471 -0.036
H: 7.833 -1.826 -0.079
H: 6.825 -1.346 2.179
H: 6.338 0.300 2.604
H: 8.043 -0.088 2.385
H: 4.280 0.897 1.335
H: 5.234 1.969 0.282
H: 3.948 1.242 -1.681
H: 2.861 1.869 -0.430
H: -3.602 1.416 0.700

Atom charges from the Löwdin analysis, given in e for atoms 1 to 8: atom 1 (C): -0.070, atom 2 (C): -0.267, atom 3 (N): -0.266, atom 4 (C): -0.266, atom 5 (C): -0.066, atom 6 (S): 0.658, atom 7 (O): -0.273, atom 8 (O): -0.284

Question: Which value of HOMO-LUMO gap does entry 1 give?
Answer: 8.0 eV